7
Properties=species:S:1:pos:R:3 method="wB97M-V/def2-TZVPD" lumo_ev="-0.475 / -0.475" homo_lumo_gap_ev="7.8 / 7.8" fmax_ha_per_bohr=0.0679 smiles=ONP(Cl)Cl relative_energy_ev=4.7645 homo_energy_ev="-8.2293 / -8.2279" energy_ha=-1392.83049
O -1.95 -0.18 -0.23
N -0.51 0.25 0.04
P 1.47 -0.28 0.83
Cl 1.96 -1.41 -0.72
Cl 1.99 1.48 0.20
H -2.15 -1.12 -0.50
H -0.80 1.25 0.38